9
Properties=species:S:1:pos:R:3:forces:R:3:lowdin_charge:R:1 method="wB97M-V/def2-TZVPD" fmax_ev_per_a=3.65 homo_lumo_gap_ev=10.760 total_charge=0 e_tot_ha=-263.3488 smiles="[H]/N=C/NC=O" lumo_energy_ev=0.715
H -2.884865 -0.642656 0.091438 -0.35 0.24 -0.28 0.0432
N -1.891190 -0.654315 -0.079287 -0.06 0.00 0.46 0.1015
C -1.342060 0.473329 0.032395 2.50 -2.64 -0.31 -0.2626
N 0.079895 0.549931 0.017903 -1.25 2.87 -0.72 0.0441
C 1.068061 -0.388741 0.022321 -0.63 -1.13 1.43 -0.3661
O 2.220757 -0.086304 -0.037080 1.27 0.40 -0.56 0.0421
H -1.728098 1.438025 0.120899 -1.17 1.47 0.31 0.0986
H 0.392263 1.542584 -0.117361 0.09 -1.62 0.24 0.1596
H 0.777703 -1.424371 0.303055 -0.41 0.42 -0.56 0.1396